Entry 1:
The following is a DFT calculation (wB97M-V/def2-TZVPD) of a molecular structure, C24H29F6N2O3Y.

Element x y z (Å)
1 Y -0.16332 -0.31574 0.16865
2 C -0.47035 -0.94437 -3.09181
3 C 0.12094 0.44565 -3.22667
4 N 0.03092 1.19376 -1.95526
5 C -1.00604 2.25312 -2.01680
6 C -2.37196 1.79130 -2.49662
7 C 1.32539 1.85200 -1.63683
8 C 2.48105 0.87918 -1.45780
9 N 2.08591 -0.15973 -0.52043
10 C 3.03924 -0.95707 0.03484
11 C 2.71215 -1.62098 1.22951
12 F 1.47198 -1.35402 1.74622
13 C 3.53529 -2.51338 1.86636
14 F 3.12034 -3.09653 2.99600
15 C 4.79304 -2.79613 1.36284
16 C 5.15596 -2.14894 0.19969
17 F 6.35650 -2.39812 -0.34499
18 C 4.31913 -1.26365 -0.45396
19 F 4.73721 -0.74082 -1.62824
20 H -0.30342 -1.51841 -4.00697
21 H -1.54369 -0.90682 -2.90356
22 H 1.06143 -1.43898 -1.93782
23 H -0.36505 0.98631 -4.04290
24 H 1.16924 0.34624 -3.51016
25 H -0.64681 3.05680 -2.67502
26 H -1.08466 2.67121 -1.01122
27 H -2.36772 1.50817 -3.54959
28 H -3.07477 2.61888 -2.39270
29 H -2.75238 0.95989 -1.90769
30 H 1.17307 2.39766 -0.70278
31 H 1.57260 2.58072 -2.42080
32 H 3.32912 1.46138 -1.07829
33 H 2.81302 0.48494 -2.42545
34 H 5.45666 -3.48915 1.85629
35 C -4.41092 0.75869 1.34973
36 C -2.93766 1.05051 1.23592
37 O -2.32988 0.49737 0.30028
38 C -2.30023 1.95323 2.16901
39 C -3.09949 2.70355 3.06054
40 C -2.56028 3.63015 3.91145
41 C -1.17111 3.83299 3.89673
42 C -0.35788 3.11470 3.06093
43 C -0.88437 2.13716 2.18276
44 O -0.07616 1.44952 1.44105
45 H -4.66998 -0.00112 0.61792
46 H -5.00264 1.65626 1.16377
47 H -4.65124 0.40132 2.35090
48 H -4.17036 2.55215 3.06539
49 H -3.19106 4.19702 4.58158
50 H -0.73137 4.56507 4.56347
51 H 0.71513 3.25441 3.05970
52 F -1.41808 -1.56312 2.06119
53 C -1.29986 -2.32873 0.81567
54 F -0.45843 -3.38625 1.14618
55 H -2.28656 -2.77843 0.67731
56 C 1.85110 -4.13161 -1.36778
57 C 0.77467 -4.54832 -2.27363
58 C 1.00947 -4.15024 -3.67089
59 O 0.10269 -1.61773 -1.96978
60 H 2.45176 -5.05565 -1.30469
61 H 1.49516 -3.96924 -0.34851
62 H 2.52073 -3.32230 -1.70251
63 H 1.45653 -5.07108 -4.08263
64 H 1.71121 -3.32152 -3.85758
65 H 0.08450 -4.02690 -4.23613

Properties
* HOMO level: -7.72 eV
* M: 596.4 g/mol
* LUMO: -0.08 eV
* relative energy (zero: lowest compared OMol25 entry of this formula, charge and spin): 3.5 kcal per mole

Want to see where the charge sits? The natural (NBO) charges in e are:
1 Y 2.050
2 C -0.066
3 C -0.266
4 N -0.509
5 C -0.213
6 C -0.630
7 C -0.226
8 C -0.231
9 N -0.849
10 C 0.098
11 C 0.285
12 F -0.319
13 C 0.355
14 F -0.298
15 C -0.390
16 C 0.364
17 F -0.307
18 C 0.237
19 F -0.320
20 H 0.188
21 H 0.197
22 H 0.506
23 H 0.209
24 H 0.211
25 H 0.179
26 H 0.221
27 H 0.201
28 H 0.227
29 H 0.232
30 H 0.229
31 H 0.187
32 H 0.205
33 H 0.176
34 H 0.250
35 C -0.712
36 C 0.630
37 O -0.715
38 C -0.262
39 C -0.137
40 C -0.286
41 C -0.145
42 C -0.284
43 C 0.432
44 O -0.850
45 H 0.239
46 H 0.236
47 H 0.244
48 H 0.208
49 H 0.216
50 H 0.214
51 H 0.222
52 F -0.423
53 C 0.000
54 F -0.376
55 H 0.118
56 C -0.802
57 C 0.195
58 C -0.788
59 O -0.754
60 H 0.280
61 H 0.265
62 H 0.170
63 H 0.276
64 H 0.172
65 H 0.234



Entry 2:
The following is a DFT calculation (wB97M-V/def2-TZVPD) of a molecular structure, C23H17ClCoN3O6.

Element x y z (Å)
1 Co -0.22143 0.18316 0.42441
2 O 2.61359 0.51193 -4.03810
3 C 1.92750 1.66667 -3.98302
4 C 2.14722 2.57831 -5.01470
5 C 1.45186 3.76825 -5.04834
6 C 0.52815 4.08982 -4.05289
7 C 0.33317 3.20726 -3.01212
8 C 1.02296 1.99150 -2.95894
9 C 0.77407 1.08813 -1.82501
10 O 0.24173 1.56897 -0.76491
11 N 1.12809 -0.19380 -1.95461
12 N 0.70075 -0.83746 -0.83393
13 C 1.10525 -1.97468 -0.45307
14 C 0.49566 -2.42277 0.82074
15 C 0.71392 -3.64503 1.40463
16 C 0.07054 -3.92793 2.60749
17 C -0.77686 -2.99192 3.16340
18 C -0.94283 -1.77830 2.51369
19 N -0.30802 -1.51026 1.38006
20 H 2.30167 -0.06968 -3.31698
21 H 2.86536 2.32041 -5.78237
22 H 1.63116 4.46111 -5.86231
23 H -0.01850 5.02201 -4.09113
24 H -0.35834 3.43332 -2.21110
25 H 1.87115 -2.52852 -0.98464
26 H 1.37927 -4.35545 0.93226
27 H 0.23651 -4.87682 3.10121
28 H -1.29969 -3.18042 4.09017
29 H -1.57556 -0.99567 2.91097
30 O 2.03122 -0.25836 2.80492
31 Cl 1.98144 0.61934 1.62869
32 O 1.91630 2.01397 2.09306
33 O 3.16280 0.40550 0.80294
34 O -0.80574 1.39003 1.86749
35 C -4.20027 2.61302 2.68051
36 C -2.78924 2.46274 2.82496
37 C -2.16374 1.68078 1.91877
38 C -2.83406 1.04461 0.85676
39 C -2.06229 0.31083 -0.07190
40 C -2.65191 -0.18371 -1.19314
41 C -4.05301 -0.00611 -1.37884
42 C -4.81552 0.66419 -0.46322
43 C -4.21380 1.23361 0.68845
44 C -4.89114 2.02426 1.66274
45 H -4.72806 3.22568 3.39982
46 H -2.24837 2.95986 3.62154
47 H -0.17772 2.02908 2.25629
48 H -2.07698 -0.71760 -1.94236
49 H -4.52087 -0.41203 -2.26887
50 H -5.87938 0.79819 -0.62523
51 H -5.96080 2.17335 1.57022

Properties
* HOMO level: -8.44 eV
* M: 525.8 g/mol
* LUMO: -1.27 eV
* relative energy (zero: lowest compared OMol25 entry of this formula, charge and spin): 0.0 kcal per mole

Want to see where the charge sits? The natural (NBO) charges in e are:
1 Co 0.929
2 O -0.685
3 C 0.444
4 C -0.302
5 C -0.157
6 C -0.266
7 C -0.125
8 C -0.261
9 C 0.633
10 O -0.644
11 N -0.466
12 N -0.192
13 C 0.070
14 C 0.178
15 C -0.209
16 C -0.127
17 C -0.239
18 C 0.112
19 N -0.437
20 H 0.507
21 H 0.225
22 H 0.214
23 H 0.216
24 H 0.231
25 H 0.225
26 H 0.235
27 H 0.231
28 H 0.236
29 H 0.223
30 O -0.878
31 Cl 1.888
32 O -0.881
33 O -0.846
34 O -0.702
35 C -0.185
36 C -0.289
37 C 0.305
38 C -0.104
39 C -0.077
40 C -0.267
41 C -0.190
42 C -0.200
43 C -0.047
44 C -0.207
45 H 0.220
46 H 0.231
47 H 0.559
48 H 0.221
49 H 0.217
50 H 0.215
51 H 0.218



Entry 3:
The following is a DFT calculation (wB97M-V/def2-TZVPD) of 2 unconnected molecules or ions with the total composition C6H13O2.

Element x y z (Å)
1 C 0.23963 -1.21219 1.46916
2 O -1.10262 -1.40766 1.84298
3 C 0.32690 0.09049 0.71355
4 C -0.46495 0.17671 -0.58934
5 C -0.43165 1.53463 -1.28257
6 C 0.89494 0.40455 -3.26404
7 C 0.23510 1.53077 -2.65000
8 H 0.44852 -1.97752 0.70320
9 H 0.93207 -1.36757 2.26749
10 H 0.11717 0.93203 1.38506
11 H 1.39263 0.16732 0.41955
12 H 0.01082 -0.47877 -1.33274
13 H -1.50188 -0.09880 -0.46798
14 H -1.47325 1.87929 -1.52021
15 H 0.08245 2.31162 -0.65063
16 H 1.41935 0.64874 -2.10892
17 H 0.34200 -0.06855 -4.10446
18 H 0.55214 2.58794 -2.79004
19 H -1.02935 -1.61358 2.84713
20 H -0.56434 -2.34159 4.90786
21 O -0.42567 -1.69783 4.20496

Properties
* spin multiplicity: 2
* HOMO level (spin up / spin down): -7.80 / -6.87 eV
* ⟨S²⟩: 1.441
* M: 117.2 g/mol
* LUMO (spin up / spin down): 0.58 / -3.31 eV
* relative energy (zero: lowest compared OMol25 entry of this formula, charge and spin): 181.5 kcal per mole

Want to see where the charge sits? The natural (NBO) charges in e are:
1 C -0.071
2 O -0.684
3 C -0.402
4 C -0.441
5 C -0.462
6 C -0.542
7 C -0.195
8 H 0.156
9 H 0.188
10 H 0.199
11 H 0.189
12 H 0.218
13 H 0.220
14 H 0.237
15 H 0.205
16 H 0.311
17 H 0.259
18 H 0.191
19 H 0.458
20 H 0.442
21 O -0.474



Entry 4:
The following is a DFT calculation (wB97M-V/def2-TZVPD) of a molecular structure, C5H7O4Sm.

Element x y z (Å)
1 H -1.74933 1.94468 1.70388
2 Sm -3.29462 1.78135 -1.46578
3 O -3.20340 0.97883 0.58544
4 O -1.29662 -0.00037 1.43025
5 C -0.57494 -0.69638 0.43651
6 C 0.31513 0.34782 -0.23550
7 O -1.19429 1.51532 -0.28491
8 C -1.91050 1.17837 0.92203
9 H -0.00292 -1.48848 0.93500
10 H -1.28019 -1.12661 -0.29457
11 H 0.31376 0.28549 -1.32872
12 H 0.82623 0.99375 0.49167
13 H 2.99372 0.17763 -0.73170
14 O 2.58243 -2.74431 -1.61894
15 C 2.36838 -0.61885 -0.30999
16 C 2.52186 -1.79132 -0.99328
17 H 2.58528 -0.73692 0.75863

Properties
* spin multiplicity: 7
* HOMO level (spin up / spin down): -11.55 / -12.56 eV
* ⟨S²⟩: 12.009
* M: 281.5 g/mol
* LUMO (spin up / spin down): -4.47 / -4.42 eV
* charge: +1
* relative energy (zero: lowest compared OMol25 entry of this formula, charge and spin): 0.0 kcal per mole

Want to see where the charge sits? The Mulliken charges in e are:
1 H 0.309
2 Sm 1.455
3 O -0.836
4 O -0.408
5 C -0.222
6 C -0.304
7 O -0.774
8 C 0.445
9 H 0.359
10 H 0.172
11 H 0.345
12 H 0.303
13 H 0.376
14 O -0.236
15 C -1.211
16 C 0.854
17 H 0.374



What did the fourth record say?
The following is a DFT calculation (wB97M-V/def2-TZVPD) of a molecular structure, C5H7O4Sm.

Element x y z (Å)
1 H -1.74933 1.94468 1.70388
2 Sm -3.29462 1.78135 -1.46578
3 O -3.20340 0.97883 0.58544
4 O -1.29662 -0.00037 1.43025
5 C -0.57494 -0.69638 0.43651
6 C 0.31513 0.34782 -0.23550
7 O -1.19429 1.51532 -0.28491
8 C -1.91050 1.17837 0.92203
9 H -0.00292 -1.48848 0.93500
10 H -1.28019 -1.12661 -0.29457
11 H 0.31376 0.28549 -1.32872
12 H 0.82623 0.99375 0.49167
13 H 2.99372 0.17763 -0.73170
14 O 2.58243 -2.74431 -1.61894
15 C 2.36838 -0.61885 -0.30999
16 C 2.52186 -1.79132 -0.99328
17 H 2.58528 -0.73692 0.75863

Properties
* spin multiplicity: 7
* HOMO level (spin up / spin down): -11.55 / -12.56 eV
* ⟨S²⟩: 12.009
* M: 281.5 g/mol
* LUMO (spin up / spin down): -4.47 / -4.42 eV
* charge: +1
* relative energy (zero: lowest compared OMol25 entry of this formula, charge and spin): 0.0 kcal per mole

Want to see where the charge sits? The Mulliken charges in e are:
1 H 0.309
2 Sm 1.455
3 O -0.836
4 O -0.408
5 C -0.222
6 C -0.304
7 O -0.774
8 C 0.445
9 H 0.359
10 H 0.172
11 H 0.345
12 H 0.303
13 H 0.376
14 O -0.236
15 C -1.211
16 C 0.854
17 H 0.374



- What is the relative energy (zero: lowest compared OMol25 entry of this formula, charge and spin) in the first record?
  3.5 kcal per mole



Repeat the fourth record exactly.
The following is a DFT calculation (wB97M-V/def2-TZVPD) of a molecular structure, C5H7O4Sm.

Element x y z (Å)
1 H -1.74933 1.94468 1.70388
2 Sm -3.29462 1.78135 -1.46578
3 O -3.20340 0.97883 0.58544
4 O -1.29662 -0.00037 1.43025
5 C -0.57494 -0.69638 0.43651
6 C 0.31513 0.34782 -0.23550
7 O -1.19429 1.51532 -0.28491
8 C -1.91050 1.17837 0.92203
9 H -0.00292 -1.48848 0.93500
10 H -1.28019 -1.12661 -0.29457
11 H 0.31376 0.28549 -1.32872
12 H 0.82623 0.99375 0.49167
13 H 2.99372 0.17763 -0.73170
14 O 2.58243 -2.74431 -1.61894
15 C 2.36838 -0.61885 -0.30999
16 C 2.52186 -1.79132 -0.99328
17 H 2.58528 -0.73692 0.75863

Properties
* spin multiplicity: 7
* HOMO level (spin up / spin down): -11.55 / -12.56 eV
* ⟨S²⟩: 12.009
* M: 281.5 g/mol
* LUMO (spin up / spin down): -4.47 / -4.42 eV
* charge: +1
* relative energy (zero: lowest compared OMol25 entry of this formula, charge and spin): 0.0 kcal per mole

Want to see where the charge sits? The Mulliken charges in e are:
1 H 0.309
2 Sm 1.455
3 O -0.836
4 O -0.408
5 C -0.222
6 C -0.304
7 O -0.774
8 C 0.445
9 H 0.359
10 H 0.172
11 H 0.345
12 H 0.303
13 H 0.376
14 O -0.236
15 C -1.211
16 C 0.854
17 H 0.374